{"formula": "C36H79F6N7O8P", "method": "ωB97M-V with the def2-TZVPD basis set", "homo_ha": [-0.2975, -0.2975], "e_lumo_ev": [-0.8, -5.0], "charge": 0, "s2": 0.76, "total_energy_ha": -3344.49045, "spin_multiplicity": 2, "symbols": ["P", "F", "F", "F", "F", "F", "F", "C", "C", "C", "C", "N", "H", "H", "H", "H", "H", "H", "H", "C", "C", "C", "C", "N", "H", "H", "H", "H", "H", "H", "H", "C", "O", "C", "C", "N", "C", "C", "O", "C", "H", "H", "H", "H", "H", "H", "H", "H", "H", "H", "H", "H", "H", "H", "H", "C", "O", "C", "C", "N", "C", "C", "O", "C", "H", "H", "H", "H", "H", "H", "H", "H", "H", "H", "H", "H", "H", "H", "H", "C", "O", "C", "C", "N", "C", "C", "O", "C", "H", "H", "H", "H", "H", "H", "H", "H", "H", "H", "H", "H", "H", "H", "H", "C", "O", "C", "C", "N", "C", "C", "O", "C", "H", "H", "H", "H", "H", "H", "H", "H", "H", "H", "H", "H", "H", "H", "H", "N", "C", "C", "C", "C", "H", "H", "H", "H", "H"], "xyz": [[33.813, -8.787, -0.422], [32.426, -9.052, 0.385], [33.643, -7.220, -0.146], [34.609, -8.979, 0.943], [35.241, -8.567, -1.236], [33.904, -10.367, -0.502], [33.263, -8.846, -1.910], [32.859, -5.708, -3.163], [31.480, -4.918, -3.309], [30.318, -5.908, -3.056], [29.248, -5.076, -2.681], [28.410, -4.338, -2.401], [32.933, -5.803, -2.079], [33.722, -5.127, -3.489], [32.856, -6.640, -3.728], [31.223, -4.602, -4.320], [31.389, -3.923, -2.873], [30.764, -6.283, -2.134], [30.093, -6.612, -3.857], [29.790, -12.216, -4.784], [30.525, -10.883, -4.576], [30.492, -10.311, -3.105], [29.229, -10.007, -2.457], [28.195, -9.841, -1.907], [29.971, -12.527, -5.813], [28.729, -11.994, -4.666], [30.251, -12.974, -4.152], [30.053, -10.201, -5.284], [31.553, -11.071, -4.885], [31.081, -9.394, -3.069], [31.122, -10.974, -2.512], [35.885, -12.662, 1.056], [36.468, -13.693, 1.902], [36.964, -14.932, 1.329], [35.954, -16.042, 1.104], [34.784, -15.445, 0.477], [34.799, -15.526, -1.024], [33.682, -14.627, -1.701], [34.215, -14.090, -2.931], [33.534, -12.919, -3.467], [36.008, -11.702, 1.558], [34.828, -12.762, 0.809], [36.466, -12.642, 0.134], [37.643, -15.302, 2.097], [37.444, -14.603, 0.408], [35.638, -16.541, 2.020], [36.516, -16.797, 0.553], [34.776, -14.444, 0.614], [34.740, -16.485, -1.540], [35.794, -15.251, -1.373], [33.279, -13.828, -1.079], [32.842, -15.178, -2.122], [33.551, -12.074, -2.779], [32.465, -13.111, -3.555], [34.014, -12.620, -4.398], [40.623, -5.257, 0.233], [39.222, -5.628, 0.464], [38.473, -5.066, -0.597], [36.953, -5.261, -0.199], [36.759, -5.206, 1.221], [35.395, -5.661, 1.690], [35.372, -5.529, 3.231], [36.466, -6.095, 3.947], [36.414, -5.738, 5.321], [40.798, -4.196, 0.413], [40.924, -5.236, -0.814], [41.353, -5.889, 0.740], [38.582, -5.543, -1.571], [38.755, -4.026, -0.758], [36.571, -6.206, -0.587], [36.391, -4.523, -0.771], [36.517, -4.225, 1.239], [35.276, -6.731, 1.520], [34.609, -5.076, 1.213], [34.376, -5.783, 3.595], [35.496, -4.450, 3.329], [37.030, -4.880, 5.593], [36.811, -6.480, 6.014], [35.389, -5.547, 5.637], [41.120, -7.731, 2.500], [39.873, -7.738, 1.873], [39.670, -8.971, 1.261], [38.192, -9.262, 1.051], [37.270, -8.307, 1.649], [36.870, -8.964, 2.955], [37.803, -8.875, 4.177], [38.529, -7.664, 4.090], [39.472, -7.518, 5.193], [41.928, -8.148, 1.900], [41.190, -8.431, 3.333], [41.389, -6.729, 2.833], [40.003, -9.767, 1.927], [40.249, -9.064, 0.343], [38.049, -10.293, 1.375], [38.188, -9.274, -0.039], [36.516, -8.534, 1.017], [36.406, -9.938, 2.803], [35.925, -8.465, 3.171], [38.559, -9.645, 4.329], [37.330, -8.843, 5.159], [39.023, -7.017, 6.050], [40.183, -6.755, 4.875], [40.083, -8.369, 5.495], [27.962, -5.940, 0.467], [28.664, -6.550, 1.532], [30.036, -6.676, 1.198], [30.711, -7.178, 2.450], [29.967, -8.044, 3.405], [30.130, -9.451, 2.896], [29.175, -9.787, 1.820], [27.909, -9.373, 2.277], [26.880, -9.873, 1.497], [28.346, -4.976, 0.133], [26.931, -5.668, 0.697], [28.009, -6.582, -0.412], [30.428, -5.676, 1.015], [30.123, -7.398, 0.386], [31.053, -6.325, 3.036], [31.670, -7.640, 2.215], [30.544, -8.040, 4.234], [30.027, -10.129, 3.743], [31.139, -9.611, 2.516], [29.171, -10.868, 1.683], [29.264, -9.364, 0.819], [26.847, -9.474, 0.484], [25.863, -9.861, 1.890], [27.003, -10.953, 1.412], [33.436, -11.673, 2.826], [32.706, -12.330, 1.851], [32.495, -13.646, 2.150], [33.106, -13.829, 3.427], [33.715, -12.590, 3.794], [33.552, -10.672, 2.889], [32.490, -11.797, 0.937], [32.046, -14.388, 1.506], [33.246, -14.815, 3.845], [34.242, -12.260, 4.677]], "mulliken_spin": [0.003, 0.001, 0.000, -0.003, 0.000, 0.007, 0.000, 0.000, 0.000, 0.000, 0.000, 0.000, 0.000, 0.000, 0.000, 0.000, 0.000, 0.000, 0.000, 0.000, 0.000, 0.000, 0.000, 0.000, 0.000, 0.000, 0.000, 0.000, 0.000, 0.000, 0.000, 0.013, 0.021, 0.002, 0.000, 0.005, 0.000, -0.002, 0.000, 0.001, 0.008, 0.017, -0.006, -0.001, 0.000, 0.002, 0.000, -0.002, 0.000, 0.000, 0.006, 0.000, 0.000, 0.000, 0.000, 0.000, 0.000, 0.000, 0.000, 0.000, 0.000, 0.000, 0.000, 0.000, 0.000, 0.000, 0.000, 0.000, 0.000, 0.000, 0.000, 0.000, 0.000, 0.000, 0.000, 0.000, 0.000, 0.000, 0.000, 0.000, 0.000, 0.000, 0.000, 0.000, 0.001, 0.000, 0.000, 0.000, 0.000, 0.000, 0.000, 0.000, 0.000, 0.001, 0.000, 0.000, 0.000, 0.000, 0.000, 0.000, 0.000, 0.000, 0.000, 0.000, 0.000, 0.000, 0.000, 0.002, 0.008, -0.005, 0.000, 0.000, 0.000, 0.000, 0.000, 0.000, 0.000, 0.000, 0.001, 0.000, 0.002, 0.001, -0.001, 0.001, 0.000, 0.000, 0.000, 0.006, 0.219, -0.021, 0.256, 0.323, -0.010, 0.149, 0.000, 0.002, -0.007]}